Record 1
The following is a quantum chemistry calculation of 11 unconnected molecules or ions with the total composition C34H85BN5O23 in a non-equilibrium geometry, from the Open Molecules 2025 dataset.

Structure (XYZ):
```
148
Properties=species:S:1:pos:R:3:forces:R:3
O 1.6920 2.1037 -0.7714 -0.174 0.025 -0.555
C 1.0590 1.0841 -0.7500 0.346 0.257 1.136
O 0.7970 0.4093 0.3530 0.111 -0.030 -0.021
B -0.0033 -0.7792 0.0371 -0.383 -0.119 0.131
O -0.1354 -0.7650 -1.4271 -0.015 -0.038 0.173
C 0.4126 0.3361 -1.9065 -0.191 -0.415 -0.562
O 0.4039 0.6788 -3.0549 0.059 -0.034 0.224
O -1.3339 -0.6633 0.7160 0.049 0.190 -0.145
C -1.3611 -1.5022 1.7319 0.866 0.274 -0.211
O -2.0999 -1.5154 2.6717 -0.617 0.087 -0.146
C -0.1442 -2.4219 1.5692 -0.691 -1.581 1.536
O 0.6065 -2.0180 0.5843 0.056 0.660 -0.661
O 0.0030 -3.3822 2.2893 0.389 0.482 -0.740
C -3.8398 1.3530 2.3299 0.025 -1.425 -0.103
C -5.0324 2.3232 2.4786 1.246 -0.665 -1.772
C -6.3029 1.5177 2.7475 1.075 0.924 0.944
O -6.5951 0.7540 1.6135 -0.293 0.613 0.590
C -7.5180 -0.2746 1.8580 0.612 -1.926 -0.688
N -4.7178 3.2871 3.5140 -1.063 1.132 1.178
H -3.7473 0.7224 3.2220 0.490 0.928 0.694
H -2.8824 1.7377 1.9757 -0.014 0.617 0.635
H -3.8921 0.4552 1.6992 -1.135 0.599 -0.833
H -5.2194 2.8596 1.5397 0.109 -0.275 -0.280
H -7.0628 2.2483 3.0568 -0.524 -0.231 -0.327
H -6.0926 0.9015 3.6296 -0.173 -0.283 -0.025
H -8.4000 -0.1888 1.2213 -0.209 0.306 0.395
H -7.7205 -0.5386 2.8985 -0.334 0.919 0.175
H -7.0205 -1.2061 1.5515 -0.095 0.033 -0.339
H -5.5050 3.9332 3.6006 -0.414 -0.517 0.305
H -4.0361 4.0040 3.2850 0.733 -0.843 -0.550
C 0.8104 -7.1966 2.4852 0.965 -0.014 -0.662
C 1.6481 -6.6945 3.6764 0.635 -1.143 0.948
C 3.1821 -6.6217 3.4366 -0.615 -0.627 -0.466
O 3.5787 -5.4683 2.7291 -0.253 -0.524 -0.506
C 3.5831 -5.6665 1.3085 0.553 0.794 0.287
N 1.1650 -5.5169 4.3582 -0.029 -0.090 -0.527
H 1.1617 -6.7220 1.5679 -0.034 -0.069 -0.074
H -0.2631 -7.0143 2.4516 -0.011 0.048 0.796
H 1.0022 -8.2697 2.4067 -0.195 -0.031 -0.304
H 1.6913 -7.5070 4.4166 -0.657 -0.052 0.110
H 3.5330 -7.5238 2.9124 -0.348 0.003 -0.430
H 3.7202 -6.7628 4.3767 -0.195 1.038 0.242
H 2.9863 -6.4824 0.9077 -0.049 -0.208 0.492
H 4.6262 -5.8272 1.0268 -0.025 0.061 -0.367
H 3.1876 -4.7505 0.8690 0.211 0.046 -0.133
H 1.0835 -4.7993 3.6429 -0.047 0.347 0.326
H 0.2140 -5.7229 4.6442 -0.056 0.228 0.085
C -1.9399 1.9265 -4.9537 0.280 0.101 -0.961
C -0.8643 2.7360 -5.6747 -0.456 -0.898 -0.097
C -0.8062 4.1723 -5.1909 0.606 0.242 -0.397
O 0.0810 4.9317 -5.9923 0.849 1.195 0.126
C -0.1094 5.0856 -7.3903 -0.839 -1.398 0.879
N 0.4371 2.0448 -5.6030 -1.303 0.334 -0.663
H -2.0441 0.9785 -5.4841 0.220 -0.204 0.276
H -2.9103 2.4014 -5.1032 -0.024 0.178 0.646
H -1.6236 1.7485 -3.9299 -0.507 -0.007 0.204
H -1.1399 2.7247 -6.7345 -0.121 0.255 -0.047
H -0.3135 4.1952 -4.2153 -0.258 -0.002 0.179
H -1.7470 4.7325 -5.1368 -0.346 -0.482 -0.019
H 0.5342 5.8977 -7.7103 0.110 -0.211 -0.188
H -1.1543 5.2724 -7.6654 -0.073 0.424 0.204
H 0.0888 4.0970 -7.8139 0.531 0.364 -0.733
H 1.1026 2.7378 -5.9176 0.698 -0.427 0.468
H 0.6030 1.6851 -4.6707 0.395 0.521 -0.067
C 5.1013 0.7271 0.4666 1.524 0.331 -1.069
C 5.5240 2.0441 -0.2172 -0.512 1.522 0.890
C 6.0941 1.9674 -1.6376 0.105 -0.666 0.865
O 7.1638 1.0380 -1.4839 0.233 -0.439 -1.004
C 8.2990 1.2665 -2.3012 -0.209 1.001 0.306
N 4.4558 3.0211 -0.2722 -1.622 0.610 -1.043
H 4.6068 0.8762 1.4233 -0.310 0.212 -0.208
H 6.0370 0.2046 0.6766 -0.209 -0.440 -0.051
H 4.5175 0.1664 -0.2645 -0.252 -0.258 0.378
H 6.2906 2.5698 0.3633 0.260 -0.564 0.206
H 6.4472 2.9177 -2.0498 0.225 0.258 0.645
H 5.2852 1.7214 -2.3406 0.196 -0.908 -0.102
H 9.1826 0.7759 -1.8969 -0.284 -0.425 0.117
H 8.5246 2.3377 -2.2410 0.111 0.096 -0.269
H 8.1694 1.0060 -3.3535 -0.177 -0.196 -0.005
H 3.7595 3.0060 0.4673 0.706 -0.223 0.673
H 3.8075 2.7597 -1.0160 0.314 0.110 -0.329
C 4.8874 -1.6909 4.1109 -0.844 -1.198 0.051
C 3.7239 -2.3599 4.8609 -0.622 -0.530 0.887
C 2.3281 -2.1576 4.2483 0.777 0.007 0.315
O 1.3863 -2.5394 5.2146 -1.103 0.362 0.062
C 0.1338 -1.8586 5.1443 0.289 0.582 2.017
N 3.9339 -3.8229 5.1020 1.149 1.570 -0.255
H 4.6973 -0.6221 4.0362 0.294 0.017 -0.462
H 4.9444 -2.2592 3.1772 0.026 0.764 -0.516
H 5.8461 -1.9080 4.5848 -0.096 0.281 0.356
H 3.6881 -1.9870 5.8902 -0.266 0.514 -0.156
H 2.2155 -2.7964 3.3657 0.125 0.267 -0.256
H 2.1985 -1.0934 4.0171 -0.015 -0.025 -0.354
H -0.1039 -1.5157 6.1628 0.296 -0.148 0.285
H -0.7561 -2.4553 4.9543 0.420 -0.301 -1.117
H 0.1917 -0.8863 4.6507 -0.100 -0.369 -0.858
H 4.2774 -4.1643 4.2048 -0.176 -0.494 0.073
H 4.7769 -3.6956 5.6643 0.093 -1.073 0.160
C 2.6414 4.8886 -2.8133 1.233 -0.646 0.661
C 3.5609 4.5595 -4.0268 -2.137 1.004 -0.237
O 2.6752 4.0480 -5.0456 0.335 0.446 0.414
O 1.7794 5.9642 -3.1120 0.073 0.292 -1.332
H 3.2205 5.1525 -1.9242 0.247 -0.229 -0.011
H 2.1259 3.9442 -2.6260 -0.394 0.089 0.224
H 4.3194 3.8055 -3.8391 0.120 0.249 0.245
H 3.8995 5.5153 -4.4424 0.885 -0.157 0.397
H 2.0080 4.7543 -5.0371 -0.426 -0.441 -0.662
H 1.1800 6.2116 -2.4036 0.100 -0.616 0.323
C -0.6031 4.3178 -0.0709 0.125 -1.694 0.197
C -1.5342 3.3343 -0.7871 -1.093 1.077 -0.643
O -2.8399 3.8575 -1.0612 -1.186 0.475 0.157
O -0.3859 5.4312 -0.9490 -0.319 -0.260 0.909
H 0.3061 3.7460 0.1253 0.376 0.464 -0.529
H -0.9077 4.5900 0.9432 -0.539 0.438 -0.222
H -1.9244 2.4314 -0.3137 1.480 -0.354 0.425
H -1.0871 3.1859 -1.7736 0.362 -0.613 0.162
H -2.9186 4.7950 -1.2543 0.513 -0.021 -0.188
H -1.2135 5.9133 -0.8449 0.269 0.475 -0.325
C -4.5749 -2.2798 4.8981 -0.644 0.050 0.084
C -3.4794 -1.9885 5.9006 1.077 0.508 -0.328
O -3.8984 -1.2853 7.0511 -0.378 -0.104 0.482
O -4.1676 -3.1337 3.8534 -0.078 0.066 0.221
H -4.9719 -1.3173 4.5424 0.346 0.199 -0.369
H -5.4732 -2.6946 5.3626 0.296 -0.541 0.206
H -2.7075 -1.4078 5.3777 -0.093 0.155 -0.122
H -2.9081 -2.8496 6.2503 -0.589 -0.373 0.030
H -4.3239 -0.4545 6.8210 0.087 -0.019 -0.261
H -3.4126 -2.7373 3.3927 -0.074 0.095 0.076
C -4.4264 -1.5668 -1.5129 -0.109 0.965 0.620
C -3.9169 -0.1149 -1.5191 -0.177 -1.974 -0.594
O -4.9741 0.7260 -1.9466 0.271 0.267 -0.038
O -5.4784 -1.6946 -0.5599 0.035 -0.587 0.068
H -3.5721 -2.1844 -1.2257 -0.122 -0.126 0.300
H -4.7368 -1.9320 -2.4938 -0.143 0.347 -0.138
H -3.0778 -0.1999 -2.2192 0.169 0.823 0.016
H -3.6011 0.0949 -0.4962 0.182 0.285 -0.086
H -4.6497 1.6325 -1.9053 -0.116 0.033 0.032
H -5.8925 -0.8357 -0.4240 0.143 0.127 -0.228
C -0.2848 -1.9433 -5.3552 -1.079 0.492 0.385
C -1.6752 -2.5760 -5.1980 0.774 -0.643 -0.705
O -2.6563 -1.6681 -4.7330 0.060 -0.343 0.569
O -0.2136 -1.1452 -6.5372 0.059 -0.207 0.376
H 0.4999 -2.6950 -5.2424 0.072 -0.054 -0.667
H -0.1570 -1.2584 -4.5123 -0.021 -0.257 0.243
H -1.5256 -3.4687 -4.5833 -0.568 0.509 0.939
H -2.0478 -3.0551 -6.1102 0.349 0.362 -0.463
H -2.8350 -1.0376 -5.4355 0.078 -0.040 -0.090
H -0.2142 -0.2434 -6.1890 0.372 0.305 -0.543
```
Positions in Å, forces in eV/Å.

Calculated values
Relative energy (zero: lowest compared OMol25 entry of this formula, charge and spin) in kcal/mol: 22.8
Lowest unoccupied orbital energy in eV: 1.7
Total charge: -1
E_HOMO in eV: -6.563
Strongest force on any atom in eV/A: 2.37
Molar mass in g mol⁻¹: 942.9
E_tot in eV: -91856.473
Frontier orbital gap in hartree: 0.3030

Here are the Mulliken charges for atoms 1 to 8, given in e:
1. O -0.33
2. C -0.04
3. O -0.69
4. B 0.95
5. O -0.38
6. C 0.67
7. O -0.56
8. O 0.15

***

Record 2
The following is a quantum chemistry calculation of 2 unconnected molecules or ions with the total composition C3H9OS in a non-equilibrium geometry, from the Open Molecules 2025 dataset.

Structure (XYZ):
```
14
Properties=species:S:1:pos:R:3:forces:R:3
C -1.7333 1.2124 -1.1737 0.617 -0.227 0.486
O -1.4585 0.2370 -0.2256 0.121 -0.315 -0.440
H -1.2753 0.9985 -2.1583 -0.232 -0.035 -0.099
H -2.8159 1.3084 -1.2836 -0.140 0.256 -0.239
H -1.3005 2.1864 -0.8650 -0.263 0.094 -0.096
C 1.2339 -2.0194 0.5358 -0.304 0.079 -0.616
S 2.0889 -0.4513 0.1767 0.487 -0.119 1.304
C 0.9105 0.6953 0.8474 -1.164 0.644 -1.946
H 0.7074 -2.3373 -0.3668 -0.078 -0.195 0.122
H 0.4946 -1.8605 1.3107 -0.114 0.198 0.112
H 1.9024 -2.8030 0.8773 0.319 -0.014 -0.095
H 1.0466 1.6787 0.3820 0.203 -0.174 0.060
H -0.3245 0.3423 0.0892 -0.357 0.370 0.849
H 0.5238 0.8126 1.8538 0.905 -0.561 0.596
```
Positions in Å, forces in eV/Å.

Calculated values
Relative energy (zero: lowest compared OMol25 entry of this formula, charge and spin) in kcal/mol: 69.0
Lowest unoccupied orbital energy in eV: 3.8
Total charge: -1
E_HOMO in eV: -1.718
Strongest force on any atom in eV/A: 2.36
Molar mass in g mol⁻¹: 93.2
E_tot in eV: -16138.064
Frontier orbital gap in hartree: 0.2034

Here are the Mulliken charges for atoms 1 to 8, given in e:
1. C -0.61
2. O -0.67
3. H 0.19
4. H 0.21
5. H 0.21
6. C -0.77
7. S -0.20
8. C -0.95